# 1
ORCA calculation (the ωB97M-V functional and the def2-TZVPD basis) on a single C24H25N3O6 molecule.

Atoms and positions in Å:
1 C 2.95 5.76 -0.51
2 C 3.04 4.24 -0.60
3 O 1.74 3.72 -0.39
4 C 1.53 2.38 -0.47
5 C 2.56 1.46 -0.67
6 C 2.32 0.09 -0.70
7 C 1.03 -0.38 -0.55
8 C 0.73 -1.86 -0.59
9 C -0.25 -2.17 -1.70
10 C 0.13 -1.91 -3.09
11 O 1.30 -1.88 -3.43
12 C -0.95 -1.70 -4.04
13 C -0.91 -1.70 -5.42
14 C -2.21 -1.42 -5.85
15 C -2.96 -1.26 -4.72
16 O -2.21 -1.42 -3.63
17 C -1.36 -2.71 -1.15
18 O -2.48 -3.20 -1.68
19 C -1.17 -2.83 0.32
20 O -2.00 -3.31 1.08
21 N 0.04 -2.33 0.60
22 C 0.66 -2.38 1.91
23 C 0.70 -1.03 2.62
24 C -0.70 -0.55 3.03
25 N -1.18 -1.26 4.19
26 C -1.95 -2.39 4.21
27 C -2.09 -2.73 5.52
28 N -1.43 -1.84 6.31
29 C -0.90 -0.98 5.48
30 C -0.01 0.52 -0.38
31 C 0.21 1.90 -0.33
32 O -0.91 2.63 -0.13
33 C -0.93 4.02 -0.36
34 H 2.26 6.13 -1.27
35 H 3.93 6.20 -0.67
36 H 2.58 6.05 0.47
37 H 3.73 3.86 0.17
38 H 3.41 3.94 -1.59
39 H 3.57 1.80 -0.79
40 H 3.14 -0.59 -0.86
41 H 1.66 -2.42 -0.73
42 H -0.04 -1.89 -6.02
43 H -2.56 -1.34 -6.87
44 H -3.99 -1.02 -4.57
45 H -3.01 -3.56 -0.94
46 H 1.68 -2.76 1.79
47 H 0.09 -3.10 2.50
48 H 1.15 -0.28 1.97
49 H 1.32 -1.13 3.51
50 H -1.41 -0.70 2.21
51 H -0.67 0.52 3.27
52 H -2.32 -2.84 3.31
53 H -2.62 -3.55 5.95
54 H -0.31 -0.13 5.78
55 H -1.03 0.18 -0.28
56 H -0.57 4.27 -1.36
57 H -1.98 4.31 -0.27
58 H -0.35 4.57 0.38

Summary:
SMILES: CCOc1ccc([C@@H]2C(C(=O)c3ccco3)=C(O)C(=O)N2CCCn2ccnc2)cc1OC
energy relative to the best compared isomer or geometry (same formula, charge and spin): 3.398 eV
LUMO: -0.329 eV

Löwdin population analysis, charges in e, atoms 1 to 2: C -0.0600; C -0.2546

=====

# 2
ORCA calculation (the ωB97M-V functional and the def2-TZVPD basis) on 4 unconnected molecules or ions with the total composition C24H25N3O9.

Atoms and positions in Å:
1 O -2.92 2.15 2.76
2 N -2.05 1.54 3.40
3 O -2.18 1.13 4.56
4 C -0.77 1.28 2.72
5 C -0.56 1.76 1.42
6 C 0.67 1.53 0.79
7 C 1.67 0.83 1.46
8 C 1.46 0.35 2.75
9 C 0.24 0.58 3.39
10 H -1.34 2.30 0.89
11 H 0.84 1.90 -0.22
12 H 2.63 0.66 0.97
13 H 2.25 -0.19 3.27
14 H 0.09 0.20 4.40
15 O -4.97 8.65 3.88
16 N -4.41 7.56 3.70
17 O -3.35 7.42 3.07
18 C -5.05 6.36 4.26
19 C -6.27 6.47 4.94
20 C -6.88 5.33 5.45
21 C -6.27 4.08 5.27
22 C -5.06 3.97 4.60
23 C -4.44 5.11 4.09
24 H -6.75 7.44 5.08
25 H -7.83 5.40 5.97
26 H -6.76 3.18 5.67
27 H -4.59 2.99 4.47
28 H -3.49 5.01 3.56
29 O -3.09 -2.29 -3.11
30 N -1.90 -2.62 -3.23
31 O -0.96 -2.11 -2.59
32 C -1.57 -3.67 -4.21
33 C -2.59 -4.24 -4.98
34 C -2.27 -5.22 -5.92
35 C -0.95 -5.63 -6.09
36 C 0.06 -5.06 -5.31
37 C -0.24 -4.08 -4.36
38 H -3.63 -3.93 -4.86
39 H -3.06 -5.66 -6.53
40 H -0.71 -6.39 -6.82
41 H 1.09 -5.39 -5.44
42 H 0.56 -3.65 -3.77
43 O 3.51 -3.59 -4.38
44 C 4.01 -2.95 -3.32
45 C 4.43 -1.34 -3.24
46 C 5.98 -1.59 -2.72
47 C 5.65 -2.76 -1.57
48 C 5.82 -2.15 -0.05
49 C 4.40 -1.49 0.51
50 O 4.18 -0.13 -0.06
51 O 4.39 -3.40 -1.97
52 H 3.67 -0.80 -2.54
53 H 4.30 -0.81 -4.27
54 H 6.59 -2.11 -3.58
55 H 6.34 -0.54 -2.35
56 H 6.44 -3.65 -1.58
57 H 6.21 -2.92 0.75
58 H 6.62 -1.26 -0.12
59 H 4.38 -1.45 1.70
60 H 3.52 -2.21 0.20
61 H 4.87 0.07 -0.76

Summary:
SMILES: O=[N+]([O-])c1ccccc1.O=[N+]([O-])c1ccccc1.O=[N+]([O-])c1ccccc1.O=C1CC[C@@H](CCO)O1
LUMO: -0.602 eV

Löwdin population analysis, charges in e, atoms 1 to 2: O 0.0516; N -0.3158

=====

# 3
ORCA calculation (the ωB97M-V functional and the def2-TZVPD basis) on a molecular structure, C24H25N5Ti.

Atoms and positions in Å:
1 Ti 0.01 0.11 -1.11
2 C 1.23 -4.31 0.82
3 C 0.85 -2.85 1.13
4 C 0.16 -2.71 2.48
5 C 0.04 -2.30 -0.02
6 C 0.53 -2.36 -1.35
7 C -0.21 -1.89 -2.44
8 C -1.48 -1.31 -2.28
9 C -2.21 -0.70 -3.44
10 C -1.98 -1.24 -0.96
11 C -1.23 -1.70 0.13
12 H 1.72 -4.73 1.69
13 H 1.92 -4.41 -0.02
14 H 0.34 -4.92 0.63
15 H 1.78 -2.25 1.14
16 H -0.78 -3.27 2.50
17 H -0.04 -1.67 2.75
18 H 0.80 -3.13 3.25
19 H 1.52 -2.77 -1.53
20 H 0.24 -1.93 -3.44
21 H -1.82 0.30 -3.70
22 H -3.27 -0.58 -3.22
23 H -2.10 -1.31 -4.33
24 H -2.94 -0.77 -0.78
25 H -1.63 -1.58 1.13
26 N -2.62 3.08 0.51
27 C -1.98 2.40 -0.39
28 N -0.96 1.56 -0.08
29 C -0.54 1.48 1.28
30 N 0.57 0.84 1.57
31 N 1.21 0.49 0.40
32 C 2.47 0.65 0.19
33 C 2.89 0.56 -1.20
34 C 4.19 0.70 -1.62
35 C 4.46 0.75 -3.00
36 C 3.40 0.68 -3.89
37 C 2.10 0.53 -3.40
38 N 1.83 0.48 -2.09
39 C -1.30 2.16 2.29
40 C -1.00 2.07 3.65
41 C -1.75 2.79 4.56
42 C -2.79 3.62 4.14
43 C -3.11 3.73 2.79
44 C -2.36 3.00 1.89
45 H -3.36 3.71 0.19
46 H -2.27 2.52 -1.43
47 H 3.14 0.93 1.00
48 H 5.00 0.78 -0.90
49 H 5.48 0.86 -3.35
50 H 3.55 0.74 -4.96
51 H 1.26 0.48 -4.09
52 H -0.18 1.45 3.99
53 H -1.52 2.72 5.62
54 H -3.36 4.18 4.87
55 H -3.91 4.38 2.46

Summary:
charge: +4
energy relative to the best compared isomer or geometry (same formula, charge and spin): 0.154 eV
LUMO (alpha / beta): -15.697 / -15.696 eV

Löwdin population analysis, charges in e, atoms 1 to 2: Ti 1.3099; C -0.0034

=====

# 4
ORCA calculation (the ωB97M-V functional and the def2-TZVPD basis) on a molecular structure, C24H25N7ORuS2.

Atoms and positions in Å:
1 Ru 0.34 0.50 0.68
2 C -0.88 1.49 4.70
3 C -0.76 1.24 3.23
4 N 0.36 1.11 2.59
5 N 1.57 1.22 3.23
6 C 2.69 0.79 2.59
7 N 3.83 0.84 3.25
8 S 2.64 0.21 0.98
9 C -1.95 1.10 2.36
10 C -3.25 1.28 2.82
11 C -4.31 1.10 1.93
12 C -4.05 0.75 0.63
13 C -2.72 0.58 0.23
14 N -1.70 0.76 1.07
15 H -0.05 1.05 5.25
16 H -1.78 1.04 5.09
17 H -0.92 2.56 4.92
18 H 1.60 1.56 4.18
19 H 3.91 1.12 4.21
20 H 4.68 0.54 2.78
21 H -3.44 1.55 3.84
22 H -5.33 1.24 2.28
23 H -4.84 0.60 -0.09
24 H -2.46 0.29 -0.78
25 N -0.61 5.73 -0.20
26 C 0.02 4.62 -0.55
27 C -0.15 3.40 0.20
28 N 0.48 2.30 -0.18
29 C 1.27 2.40 -1.27
30 C 1.42 3.62 -1.99
31 N 0.82 4.71 -1.65
32 H -1.23 5.79 0.59
33 H -0.46 6.56 -0.76
34 H -0.80 3.35 1.06
35 H 1.79 1.50 -1.58
36 H 2.07 3.66 -2.86
37 O 0.04 -0.30 -1.23
38 S 1.12 -1.24 -1.85
39 C 0.37 -1.86 -3.32
40 C -1.01 -1.83 -3.50
41 C -1.52 -2.38 -4.67
42 C -0.67 -2.94 -5.61
43 C 0.71 -2.95 -5.41
44 C 1.24 -2.40 -4.26
45 C 1.16 -2.65 -0.78
46 C 2.39 -3.25 -0.59
47 C 2.45 -4.39 0.21
48 C 1.29 -4.88 0.80
49 C 0.06 -4.25 0.61
50 C -0.02 -3.13 -0.20
51 H -1.66 -1.39 -2.76
52 H -2.59 -2.37 -4.84
53 H -1.08 -3.37 -6.52
54 H 1.37 -3.38 -6.15
55 H 2.31 -2.40 -4.10
56 H 3.29 -2.86 -1.05
57 H 3.40 -4.89 0.37
58 H 1.34 -5.77 1.42
59 H -0.83 -4.65 1.06
60 H -0.97 -2.65 -0.39

Summary:
multiplicity: 2
charge: +3
LUMO (alpha / beta): -9.605 / -12.449 eV

Löwdin population analysis, charges in e, atoms 1 to 2: Ru 0.9718; C 0.0200